Computed, not measured: one molecule with the formula C6H3Cl2F6O2, with the ωB97M-V functional and the def2-TZVPD basis.

Calculated values
E   -51712.7188 eV
Multiplicity   2

Last column: Mulliken spin population.
Positions of all 19 atoms, in Å:
C: -1.88 -0.16 -2.63  0.711
C: -1.01 -0.16 -1.45  0.030
F: -0.11 0.90 -1.45  0.005
F: -1.86 0.05 -0.36  0.023
Cl: -3.42 -0.80 -2.41  0.105
F: -1.73 0.57 -3.74  0.056
C: 0.58 2.01 2.08  0.000
C: 1.29 0.67 1.94  0.000
O: 2.33 0.26 2.35  0.000
O: 0.44 -0.22 1.18  -0.001
C: 1.02 -1.13 0.33  -0.002
C: -0.13 -1.49 -0.80  0.065
F: -0.96 -2.36 -0.14  0.002
Cl: 0.59 -2.31 -2.15  0.003
F: 2.18 -0.68 -0.23  0.000
F: 1.43 -2.22 1.04  0.001
H: 0.04 2.22 1.13  0.000
H: -0.10 2.05 2.97  0.000
H: 1.30 2.82 2.35  0.000


Computed, not measured: C6H3Cl2LuNO3RhS as an isolated structure, with the ωB97M-V functional and the def2-TZVPD basis.

Calculated values
E   -86357.8866 eV
Multiplicity   5
Total charge   +4

Last column: Mulliken spin population.
Positions of all 18 atoms, in Å:
Lu: 1.50 0.39 -0.54  0.022
Rh: -1.37 0.99 0.06  2.182
Cl: 3.33 -0.61 0.72  0.988
Cl: 1.15 -0.83 -2.65  0.039
C: -1.43 2.64 -0.59  -0.188
C: 3.42 1.69 -1.21  0.011
C: 1.06 2.39 -1.87  0.017
O: -1.50 3.71 -1.05  -0.007
O: 4.33 2.26 -1.62  0.006
O: 0.93 3.27 -2.60  0.005
S: -1.30 -3.48 0.80  -0.035
C: -1.61 -2.68 2.32  0.335
C: -1.58 -1.31 2.19  0.392
N: -1.33 -0.92 0.87  -0.102
C: -1.15 -1.96 0.02  0.287
H: -1.79 -3.21 3.25  0.007
H: -1.71 -0.53 2.94  0.011
H: -0.94 -1.82 -1.03  0.031


Computed, not measured: C6H3Cl2RuS4Sb as an isolated structure, with the ωB97M-V functional and the def2-TZVPD basis.

Calculated values
E   -83770.3626 eV
Multiplicity   2
Total charge   +1

Last column: Mulliken spin population.
Positions of all 17 atoms, in Å:
Ru: -2.34 -0.99 -0.84  0.201
S: -1.88 -2.28 -2.63  -0.031
Sb: -4.32 -1.94 -2.58  -0.017
S: -3.84 -2.42 -0.17  0.705
S: -4.08 0.31 -1.63  0.000
Cl: -0.70 0.75 -1.58  0.010
C: 0.51 0.70 -0.33  0.019
C: 1.57 1.58 -0.42  -0.009
C: 2.53 1.55 0.58  0.014
C: 2.42 0.66 1.63  -0.004
C: 1.35 -0.21 1.70  0.006
Cl: 1.23 -1.32 3.01  0.000
C: 0.36 -0.20 0.71  -0.001
S: -1.00 -1.32 0.85  0.106
H: 1.64 2.28 -1.25  0.000
H: 3.37 2.23 0.53  0.001
H: 3.17 0.62 2.42  0.000


Computed, not measured: one molecule with the formula C6H3Cl3O, with the ωB97M-V functional and the def2-TZVPD basis.

Calculated values
SMILES string   Oc1cc(Cl)c(Cl)cc1Cl
E   -45883.5999 eV
Multiplicity   1

Last column: Mulliken charge in e.
Positions of all 13 atoms, in Å:
O: 2.08 1.42 0.28  -0.547
C: 1.00 0.60 -0.15  0.880
C: -0.26 1.19 0.02  -0.733
C: -1.40 0.40 0.08  0.268
Cl: -2.96 0.90 -0.17  -0.208
C: -1.25 -0.95 -0.01  0.207
Cl: -2.55 -2.09 0.18  -0.190
C: -0.03 -1.50 -0.10  -0.526
C: 1.13 -0.84 -0.23  0.174
Cl: 2.69 -1.31 -0.07  -0.172
H: 1.70 2.37 0.63  0.322
H: -0.18 2.33 -0.01  0.180
H: 0.02 -2.50 -0.43  0.345


Computed, not measured: one molecule with the formula C6H3Cl4NO2, with the ωB97M-V functional and the def2-TZVPD basis.

Calculated values
SMILES string   O=[N+]([O-])[C@@]1(Cl)C=CC(Cl)=CC1(Cl)Cl
E   -61941.7296 eV
Multiplicity   1

Last column: Mulliken charge in e.
Positions of all 16 atoms, in Å:
O: -1.74 -2.06 -1.05  -0.583
N: -1.95 -1.15 -0.30  1.017
O: -3.01 -0.70 0.02  -0.530
C: -0.72 -0.49 0.31  0.248
Cl: -0.99 -0.57 2.09  -0.110
C: 0.52 -1.25 0.01  -0.805
C: 1.71 -0.64 -0.04  -0.394
C: 1.79 0.80 0.13  0.577
Cl: 3.35 1.47 0.36  -0.192
C: 0.70 1.57 0.12  -0.941
C: -0.64 0.97 -0.14  0.652
Cl: -1.93 1.96 0.55  -0.092
Cl: -0.87 0.93 -1.96  -0.124
H: 0.42 -2.32 -0.10  0.439
H: 2.62 -1.18 -0.20  0.438
H: 0.74 2.65 0.20  0.397


Computed, not measured: one molecule with the formula C6H3F6IO2, with the ωB97M-V functional and the def2-TZVPD basis.

Calculated values
SMILES string   CC(=O)OC1(I)C(F)(F)C(F)(F)C1(F)F
E   -34768.8948 eV
Multiplicity   1

Last column: Mulliken charge in e.
Positions of all 18 atoms, in Å:
C: -1.27 -2.00 2.28  -1.050
C: -0.79 -0.68 1.73  0.848
O: -0.79 0.41 2.23  -0.548
O: -0.51 -0.85 0.44  -0.388
C: -0.11 0.62 -0.35  -0.724
I: -1.51 2.18 -0.26  0.304
C: 1.33 1.04 -0.36  1.093
F: 2.26 0.12 0.02  -0.278
F: 1.65 2.19 0.31  -0.301
C: 1.24 1.19 -1.90  0.233
F: 2.27 0.69 -2.57  -0.278
F: 0.85 2.41 -2.31  -0.237
C: 0.03 0.20 -1.83  0.986
F: -0.95 0.45 -2.67  -0.294
F: 0.39 -1.13 -1.91  -0.277
H: -1.26 -2.10 3.38  0.302
H: -0.52 -2.60 1.75  0.332
H: -2.31 -2.15 2.04  0.277


Computed, not measured: one molecule with the formula C6H3NS, with the ωB97M-V functional and the def2-TZVPD basis.

Calculated values
SMILES string   C#CC1=CC=NC1=S
E   -18590.8986 eV
Multiplicity   1

Last column: Mulliken charge in e.
Positions of all 11 atoms, in Å:
C: 1.62 -1.86 -1.56  0.303
C: 0.90 -1.26 -0.82  -0.925
C: 0.08 -0.36 0.11  0.373
C: 0.31 0.39 1.24  -0.525
C: -0.77 1.30 1.38  -0.245
N: -1.71 1.07 0.42  -0.475
C: -1.11 0.33 -0.57  0.151
S: -1.52 0.65 -2.15  -0.163
H: 2.11 -2.48 -2.13  0.583
H: 1.00 0.17 1.91  0.543
H: -0.90 2.05 2.17  0.379


Computed, not measured: an isolated ion of composition C6H3O3 and charge -1, with the ωB97M-V functional and the def2-TZVPD basis.

Calculated values
E   -12406.3844 eV
Multiplicity   3
Total charge   -1

Last column: Mulliken spin population.
Positions of all 12 atoms, in Å:
C: -0.83 1.70 -1.92  0.077
C: -0.50 1.49 -0.72  0.063
C: -2.47 -0.51 0.30  0.678
C: -1.43 -0.91 -0.40  0.550
C: -0.08 -0.12 -0.36  0.078
C: 0.06 1.04 0.56  0.014
O: -3.25 0.02 1.07  0.411
O: 0.84 -0.67 -0.95  0.008
O: -1.24 -1.95 -1.24  0.144
H: 1.04 1.34 0.95  -0.006
H: -0.63 1.33 1.52  -0.001
H: -0.37 -1.90 -1.62  -0.015


Computed, not measured: C6H3O5Tl as an isolated structure, with the ωB97M-V functional and the def2-TZVPD basis.

Calculated values
E   -21178.8753 eV
Multiplicity   1
Total charge   +2

Last column: Mulliken charge in e.
Positions of all 15 atoms, in Å:
C: -0.32 0.87 1.41  0.049
C: 0.87 0.81 0.56  -0.114
O: 1.93 2.94 -0.27  -0.015
C: 1.45 2.00 0.10  0.338
O: -1.13 -0.07 1.23  -0.500
H: -0.44 1.61 2.21  0.499
Tl: -3.73 -0.32 2.01  0.907
H: 1.90 -0.24 0.60  0.483
O: -0.88 -1.58 -1.13  -0.222
C: -0.27 -0.94 -2.17  0.548
C: -0.21 -1.33 0.03  0.216
O: -0.65 -0.96 -3.29  -0.351
O: 0.73 -0.19 -1.68  -0.319
C: 0.85 -0.41 -0.31  0.087
H: -0.10 -2.18 0.69  0.394


Computed, not measured: one molecule with the formula C6H4, with the ωB97M-V functional and the def2-TZVPD basis.

Calculated values
E   -6277.5331 eV
Multiplicity   1

Last column: Mulliken charge in e.
Positions of all 10 atoms, in Å:
C: -0.05 2.45 0.80  -0.711
C: 0.27 1.27 1.29  0.169
C: -0.58 1.43 -0.05  0.617
C: -0.93 0.03 0.14  -0.379
C: 0.18 -0.14 1.41  -0.238
C: -0.50 0.51 -1.21  -0.381
H: 1.19 -0.72 1.15  0.230
H: -0.13 -0.52 2.47  0.265
H: -1.36 0.62 -2.03  0.219
H: 0.54 0.37 -1.69  0.208


Computed, not measured: one molecule with the formula C6H4, with the ωB97M-V functional and the def2-TZVPD basis.

Calculated values
SMILES string   C=C1C2=C3C[C@@]132
E   -6277.1701 eV
Multiplicity   1

Last column: Mulliken charge in e.
Positions of all 10 atoms, in Å:
C: 1.17 1.61 -0.79  -0.642
C: 0.25 0.74 -0.36  0.622
C: -0.69 0.66 0.66  -0.019
C: -1.46 -0.40 0.76  -0.457
C: -0.60 -1.64 0.58  0.080
C: -0.30 -0.71 -0.47  -0.550
H: 2.03 1.18 -1.45  0.209
H: 0.96 2.62 -0.73  0.300
H: -0.05 -1.62 1.54  0.267
H: -1.32 -2.45 0.25  0.190


Computed, not measured: one molecule with the formula C6H4, with the ωB97M-V functional and the def2-TZVPD basis.

Calculated values
SMILES string   C#C/C=C\C#C
E   -6280.8101 eV
Multiplicity   1

Last column: Mulliken charge in e.
Positions of all 10 atoms, in Å:
C: 3.09 0.57 0.13  -0.210
C: 1.89 0.45 0.10  -0.460
C: 0.66 -0.41 -0.01  0.028
C: -0.72 -0.62 -0.02  -0.190
C: -1.95 0.21 0.21  -0.406
C: -3.05 0.69 0.03  -0.039
H: 4.11 0.94 0.13  0.379
H: 1.17 -1.33 -0.40  0.214
H: -1.18 -1.65 -0.21  0.276
H: -4.01 1.15 0.04  0.408


Max |F|
In order: 4.3, 11.4, 0.8, 5.9, 1.0, 4.9, 4.8, 4.8, 3.6, 3.3, 4.7, 2.4
Unit: eV/A